1.
C18H35FN2O2PSSi | the ωB97M-V functional and the def2-TZVPD basis

Geometry as XYZ:
```
61
Properties=species:S:1:pos:R:3
C 0.13828 -4.92768 -1.80656
C 0.30888 -3.81824 -0.79620
F 0.50076 -2.61633 -1.52115
C 1.47534 -4.00606 0.15608
Si 1.83669 -2.35603 1.03574
N 0.30083 -1.54506 1.30853
C 2.71458 -2.59198 2.67462
C 2.39320 -1.60371 3.77260
C 2.17170 -0.25076 3.53825
C 1.89238 0.63790 4.57433
C 1.82376 0.17719 5.88375
C 2.06563 -1.16850 6.13222
C 2.35048 -2.05226 5.09769
P 3.17916 -1.14488 -0.32075
O 3.22220 -1.91957 -1.74322
O 2.49474 0.30628 -0.62054
S 4.94642 -0.89871 0.39699
H 0.00577 -5.87036 -1.28976
H 1.01370 -4.95262 -2.44590
H -0.72400 -4.71177 -2.42802
H -0.61692 -3.67476 -0.24455
H 2.34009 -4.35173 -0.40491
H 1.17744 -4.76415 0.87642
H -0.04583 -1.07478 0.48515
H -0.39957 -2.19971 1.62896
H 2.48610 -3.59746 3.02400
H 3.79294 -2.55574 2.53053
H 2.21330 0.14437 2.53530
H 1.72222 1.67557 4.34122
H 1.59187 0.84499 6.69438
H 2.03497 -1.53588 7.14669
H 2.54002 -3.09148 5.31104
H 3.47196 -1.27846 -2.42323
H 1.60029 0.17890 -0.96692
C -1.01994 0.12929 -2.64971
C -1.49684 0.87032 -1.39288
C -2.84007 1.56484 -1.54338
N -2.82620 2.95241 -2.18784
C -3.79429 2.96272 -3.32851
C -3.23938 3.99208 -1.16538
C -1.96210 4.27591 -0.40564
C -0.89745 4.31170 -1.50837
C -1.46762 3.45073 -2.64690
H -1.13203 0.71354 -3.56437
H 0.03017 -0.14548 -2.55789
H -1.58166 -0.79426 -2.78374
H -0.74065 1.56787 -1.02421
H -1.61977 0.13123 -0.59899
H -3.29999 1.69276 -0.56625
H -3.51139 0.94318 -2.13273
H -4.77948 2.70440 -2.94832
H -3.46900 2.23432 -4.06704
H -3.81526 3.95683 -3.76520
H -3.58209 4.86694 -1.71675
H -4.05374 3.60136 -0.56188
H -1.75716 3.47411 0.30607
H -2.01728 5.20504 0.15568
H 0.06281 3.93980 -1.15710
H -0.73745 5.32812 -1.86277
H -0.83344 2.61775 -2.91867
H -1.63809 4.04595 -3.54001
```

E_tot   -2095.6503 Eh
Net charge   +1
LUMO energy   -2.54 eV

Mulliken population analysis, charges in e, atoms 1 to 2:
1 C -1.598
2 C 0.512

---

2.
C18H35N2O6S | the ωB97M-V functional and the def2-TZVPD basis

Geometry as XYZ:
```
62
Properties=species:S:1:pos:R:3
C -6.27074 -3.75941 0.87508
H -6.66998 -3.82872 -0.17570
C -5.53157 -2.29547 0.95595
H -6.41984 -1.65973 0.94208
C -4.63810 -2.26852 -0.26266
C -3.98536 -0.85761 0.15707
C -4.91879 0.33396 0.15314
N -3.91259 1.60156 -0.36599
C -4.53834 2.75751 -1.01729
H -4.77865 2.40432 -1.93030
H -3.81496 3.73591 -0.98076
H -5.44569 3.18807 -0.45594
C -2.63435 0.85088 -0.97671
H -2.42926 1.58795 -1.79005
C -2.88295 -0.49547 -1.09466
H -2.02304 -1.06664 -0.67507
H -3.22406 -0.90729 -1.89894
C -1.58254 1.33825 0.23727
O -1.81193 2.02032 1.14407
N -0.34770 1.13985 -0.07522
H -0.14713 0.64366 -1.18232
C 0.71811 1.42275 0.81072
H 0.56784 1.12760 1.72864
C 1.11518 2.89448 0.88617
C 2.00728 3.34985 1.70148
H 1.54589 2.95456 2.83818
H 2.96085 2.44707 1.94160
H 2.26244 4.40719 1.92584
O 1.71515 3.23531 -0.37072
H 2.75328 3.43784 -0.23355
H 0.22998 3.48539 0.72640
C 1.97069 0.42852 0.05184
C 2.23501 0.42823 -1.33342
O 1.07443 -0.31429 -2.03951
H 1.14150 -1.22363 -1.90157
H 2.35170 1.60522 -1.71560
C 3.50501 -0.43796 -1.78315
H 4.34026 0.07653 -0.88327
O 3.67244 -0.63297 -2.96325
H 3.68168 0.28770 -3.34954
C 3.38656 -1.90995 -0.80516
O 2.17788 -2.49761 -1.41527
H 2.52720 -2.70840 -2.53710
C 2.81852 -1.84702 0.52202
O 1.67381 -0.79413 0.60759
H 2.70490 -2.74816 0.85120
S 4.39745 -1.28086 1.54161
C 3.84034 -1.83139 3.16836
H 3.70257 -2.67695 3.07237
H 4.28266 -1.23447 3.90876
H 2.75047 -1.20702 3.24322
H 4.29096 -2.31984 -1.05025
H 3.12128 0.90124 0.52126
H -3.39886 1.81869 0.79707
H -5.31489 0.58052 0.98972
H -5.44336 0.45845 -0.67191
H -3.48072 -0.84057 1.02330
H -4.00677 -2.88932 -0.07304
H -5.13293 -1.98328 -1.06057
H -5.05609 -2.35891 2.25056
H -5.50060 -4.61001 0.74445
H -7.00373 -3.96073 1.66110
```

E_tot   -1665.0242 Eh
Net charge   +1
LUMO energy   -2.08 eV
Energy relative to the best compared isomer or geometry (same formula, charge and spin)   504.3 kcal per mole

Mulliken population analysis, charges in e, atoms 1 to 2:
1 C -1.228
2 H 0.354

---

3.
C18H35N2O9 | the ωB97M-V functional and the def2-TZVPD basis

Geometry as XYZ:
```
64
Properties=species:S:1:pos:R:3
O 0.21625 0.54723 0.21088
H -0.64451 0.70889 0.60400
H 0.23296 0.82720 -0.70724
H 0.53246 -0.35440 0.30414
C 1.66952 1.34499 -4.28359
C 1.43048 1.39741 -2.83539
C 2.37209 2.33159 -1.93885
O 2.21757 2.41552 -0.73230
C 3.42395 3.01269 -2.67183
C 3.56270 2.95005 -4.04478
C 2.62552 2.09335 -4.88113
O 2.52928 2.11146 -6.17138
O 4.62015 3.52327 -4.52006
O 0.51575 0.73600 -2.29319
H 0.97076 0.70357 -4.80003
H 4.05268 3.65563 -2.07374
C -4.53559 -2.91095 0.84093
O -4.51724 -1.73346 1.62242
C -3.41709 -1.69586 2.61841
C -2.04056 -1.25381 2.03432
N -2.18229 0.01737 1.28348
C -2.54728 1.19202 2.08675
C -2.37488 2.50632 1.41914
O -0.99082 2.70814 1.14103
C -0.63934 3.98764 0.56505
H -3.55796 -2.99562 0.36639
H -5.17762 -2.81692 -0.03488
H -4.96948 -3.70541 1.44812
H -3.32963 -2.70083 3.03131
H -3.69920 -1.09299 3.48157
H -1.76951 -2.02213 1.31022
H -1.25732 -1.16600 2.78727
H -2.95941 -0.00498 0.63873
H -1.92295 1.06320 2.97090
H -3.59617 1.13376 2.37747
H -2.68455 3.29736 2.10211
H -2.88131 2.50907 0.45394
H -0.76776 4.84507 1.22566
H -1.24600 4.28896 -0.28893
H 0.41003 3.91285 0.27986
C 0.98665 -2.23251 -4.00553
O 0.96246 -3.21800 -2.94980
C 0.50986 -2.63991 -1.70393
C 1.68895 -2.30631 -0.88155
N 1.19868 -1.95114 0.43139
C 2.38020 -1.58105 1.24758
C 1.94297 -1.01665 2.61686
O 1.43294 0.32827 2.54998
C 0.94143 0.83583 3.82381
H 0.03299 -1.71304 -4.09918
H 1.07549 -2.80562 -4.92843
H 1.74628 -1.46674 -3.84845
H 0.06576 -3.44298 -1.11575
H -0.26968 -1.88027 -1.76182
H 2.25805 -1.47886 -1.30529
H 2.39084 -3.14012 -0.86639
H 0.63955 -2.66855 0.87048
H 3.01728 -0.86698 0.72575
H 3.03958 -2.39685 1.54387
H 2.78465 -1.12957 3.30017
H 1.10752 -1.63073 2.95308
H 1.58936 0.61593 4.67229
H -0.06433 0.49937 4.07549
H 0.86883 1.91924 3.72859
```

E_tot   -1493.2807 Eh
Spin multiplicity   2
LUMO energy (alpha / beta)   -0.12 / -1.95 eV
Energy relative to the best compared isomer or geometry (same formula, charge and spin)   0.0 kcal per mole

Mulliken population analysis, charges in e, atoms 1 to 2:
1 O 0.473
2 H 0.666